Record 1
14
Properties=species:S:1:pos:R:3:forces:R:3:mulliken_charge:R:1 method="wB97M-V/def2-TZVPD" orbital_gap_ev=6.9 relative_energy_kj_mol=121.4 smiles="O=CC(=N/C=S)/[NH+]=C/O" charge=+1 lumo_energy_ev=-6.566 total_energy_ha=-813.24430
O -0.376 -2.849 0.668 -0.3 0.1 -0.5 -0.435
C 0.274 -2.034 1.274 -0.6 -2.2 0.5 0.022
C 0.397 -0.697 0.678 0.3 5.3 -0.6 0.479
N 1.041 0.287 1.187 -0.7 -4.9 0.3 -0.311
C 1.191 1.579 1.031 -0.4 2.6 -0.3 -0.110
S -0.013 2.618 0.638 0.5 0.4 0.8 -0.225
N -0.454 -0.469 -0.528 -1.1 -5.5 1.1 -0.122
C -0.655 0.478 -1.351 -1.1 1.0 -1.8 0.445
O -1.419 0.320 -2.408 0.5 -0.6 0.8 -0.382
H 0.691 -2.400 2.249 0.3 1.4 -0.6 0.396
H 2.156 1.946 1.364 0.2 0.1 -0.2 0.368
H -1.052 -1.402 -0.689 1.7 2.1 0.1 0.366
H -0.341 1.475 -1.197 1.0 0.5 0.3 0.094
H -1.438 1.148 -2.915 -0.2 -0.1 -0.1 0.414

***

Record 2
9
Properties=species:S:1:pos:R:3:forces:R:3:mulliken_charge:R:1 method="wB97M-V/def2-TZVPD" orbital_gap_ev=8.3 relative_energy_kj_mol=143.1 lumo_energy_ev=-0.383 total_energy_ha=-1475.85497
C -0.158 -2.176 -0.576 2.2 0.7 -3.0 -0.637
P 0.655 0.009 1.100 -1.7 0.5 1.0 -0.062
S -1.869 -1.925 -0.606 -0.3 -0.3 -0.5 -0.035
S 0.967 -0.366 -0.862 -1.5 -2.3 -1.3 -0.040
I 0.731 -3.296 1.004 -0.3 -0.2 -0.3 0.183
H 0.053 -2.700 -1.554 0.2 0.5 1.2 0.350
H 1.013 1.344 1.166 0.4 0.6 -0.1 0.062
H 1.840 -0.534 1.394 1.7 -0.2 1.3 0.057
H -1.801 -1.566 0.631 -0.7 0.7 1.6 0.122

***

Record 3
16
Properties=species:S:1:pos:R:3:forces:R:3:mulliken_charge:R:1 method="wB97M-V/def2-TZVPD" orbital_gap_ev=10.1 relative_energy_kj_mol=81.8 smiles="C=CC(=C)[C@@](C)(F)Cl" lumo_energy_ev=0.755 total_energy_ha=-793.43479
C 1.875 -0.832 0.763 0.0 0.0 0.0 -0.820
C 1.398 0.364 0.445 0.4 -0.1 0.1 -0.308
C 0.015 0.783 0.349 -2.9 -1.0 -0.8 0.607
C -0.344 2.060 0.412 0.2 0.0 0.1 -1.067
C -1.160 -0.341 0.016 2.3 1.3 0.4 0.834
C -0.837 -1.092 -1.259 -0.2 0.0 0.1 -1.201
F -1.184 -1.221 1.070 0.0 -0.2 0.1 -0.270
Cl -2.774 0.373 -0.078 -0.2 0.0 0.0 -0.216
H 2.937 -0.998 0.818 0.2 0.0 0.0 0.261
H 1.239 -1.665 1.008 -0.2 -0.1 0.0 0.295
H 2.091 1.176 0.254 0.2 0.0 0.0 0.276
H -1.368 2.382 0.329 -0.1 0.0 0.0 0.284
H 0.386 2.836 0.572 0.2 0.1 0.0 0.299
H -1.515 -1.936 -1.367 -0.1 0.0 0.0 0.352
H -0.945 -0.429 -2.112 0.0 0.0 -0.1 0.325
H 0.184 -1.460 -1.219 0.0 0.0 0.0 0.348

***

Record 4
93
Properties=species:S:1:pos:R:3:forces:R:3:mulliken_charge:R:1 method="wB97M-V/def2-TZVPD" orbital_gap_ev=6.4 charge=+1 lumo_energy_ev=-4.315 total_energy_ha=-2470.46211
C 3.573 -3.016 -3.989 0.5 -0.4 -0.4 -0.704
N 3.075 -4.391 -4.233 -0.2 0.6 0.8 -0.268
C 1.932 -4.739 -3.373 0.6 -0.7 0.0 -2.069
C 2.240 -4.633 -1.872 -0.2 -0.2 -0.3 1.000
C 2.908 -5.696 -1.281 1.0 -0.3 -0.2 0.950
C 3.306 -6.979 -2.003 -0.8 -1.7 0.6 -0.322
O 2.845 -8.007 -1.560 0.5 1.2 -0.5 -0.497
O 4.178 -6.976 -3.063 -0.9 0.9 0.5 -0.500
C 3.234 -5.655 0.081 -0.1 -0.1 -0.3 -0.080
O 3.899 -6.644 0.735 -0.5 0.1 0.0 -0.574
C 2.885 -4.539 0.778 0.2 0.0 0.9 0.005
N 2.236 -3.512 0.213 0.2 0.4 0.0 0.538
C 1.925 -2.367 1.102 0.2 0.4 1.1 -0.797
C 3.150 -1.865 1.932 -0.6 -0.3 -0.8 -0.858
C 3.068 -0.343 2.123 0.6 -0.2 0.1 -1.311
C 3.409 0.394 0.805 0.3 0.0 0.0 -0.392
S 3.082 2.138 1.121 -0.8 1.4 1.7 1.247
O 1.720 2.267 1.542 -0.2 -0.8 -1.3 -0.537
O 3.996 2.632 2.093 1.0 -0.3 -0.5 -0.678
O 3.282 3.010 -0.223 0.2 -1.5 0.2 -0.476
C 1.887 -3.534 -1.080 -0.2 0.5 -1.3 0.599
C 1.114 -2.369 -1.667 -0.4 0.1 0.5 -1.331
C -0.239 -2.194 -0.971 0.3 -0.1 -0.1 0.951
C -0.814 -3.219 -0.243 0.2 -0.9 0.0 -0.279
C -2.013 -3.055 0.416 -0.4 -0.4 0.5 -0.724
C -2.680 -1.845 0.380 0.0 -0.4 0.0 -0.643
C -2.114 -0.829 -0.363 -1.0 0.7 0.4 -0.738
C -0.919 -0.995 -1.020 0.5 0.8 -0.3 -0.665
H 4.133 -2.714 -4.882 -0.3 0.2 0.2 0.343
H 4.300 -2.983 -3.159 -0.4 0.2 0.0 0.260
H 2.742 -2.333 -3.808 0.2 0.0 -0.2 0.243
H 3.841 -4.995 -3.953 -0.1 0.0 -0.3 0.408
H 1.023 -4.215 -3.675 0.2 0.1 0.1 0.477
H 1.737 -5.806 -3.562 -0.2 0.3 0.0 0.560
H 3.630 -7.050 -3.863 0.4 -0.4 -0.1 0.377
H 3.290 -7.398 0.795 0.4 -0.2 -0.1 0.365
H 3.122 -4.495 1.837 -0.1 0.2 -0.2 0.526
H 1.526 -1.513 0.560 -0.1 -0.5 -0.2 0.260
H 1.150 -2.730 1.787 0.0 0.2 -0.2 0.348
H 3.134 -2.388 2.894 0.3 0.2 -0.1 0.551
H 4.066 -2.116 1.378 -0.1 0.0 0.3 0.464
H 3.852 -0.070 2.840 -0.4 0.1 0.0 0.542
H 2.097 -0.032 2.527 0.2 -0.1 -0.2 0.526
H 4.482 0.283 0.600 -0.2 0.1 0.0 0.420
H 2.848 0.016 -0.059 -0.1 0.3 0.2 0.066
H 3.358 2.379 -0.958 0.0 0.4 -0.2 0.363
H 0.944 -2.506 -2.736 0.1 -0.1 0.2 0.888
H 1.708 -1.444 -1.590 -0.1 -0.2 0.1 -0.230
H -0.353 -4.204 -0.149 0.1 0.2 -0.2 0.372
H -2.405 -3.891 0.993 0.0 0.2 -0.1 0.407
H -3.613 -1.729 0.924 0.1 0.1 -0.1 0.453
H -2.636 0.125 -0.400 0.3 0.0 -0.1 0.545
H -0.533 -0.132 -1.558 0.1 -0.3 -0.1 0.437
C -2.122 1.294 -5.172 0.2 -0.1 0.2 -1.111
C -2.434 -0.048 -4.561 0.0 0.0 0.0 0.854
O -1.647 -0.607 -3.827 0.1 0.0 -0.1 -0.466
C -3.765 -0.666 -4.900 0.1 -0.2 0.2 -1.179
H -1.137 1.621 -4.844 0.0 0.0 0.0 0.236
H -2.125 1.218 -6.260 -0.2 0.1 0.0 0.377
H -2.861 2.030 -4.850 -0.1 0.0 -0.1 0.338
H -3.838 -0.826 -5.977 -0.1 0.2 0.0 0.362
H -4.574 -0.014 -4.568 0.0 0.1 -0.2 0.347
H -3.857 -1.626 -4.395 0.0 0.0 0.0 0.280
C -1.299 4.242 5.576 -0.2 -0.3 0.0 -1.293
C -0.837 3.351 4.450 0.0 0.0 0.0 0.970
O -1.317 2.251 4.278 0.0 0.0 0.0 -0.589
C 0.245 3.883 3.544 -0.2 -0.4 -0.1 -0.675
H -2.076 3.733 6.142 0.0 0.0 0.0 0.288
H -0.464 4.460 6.244 0.0 0.2 -0.1 0.419
H -1.707 5.170 5.172 0.2 0.1 0.1 0.297
H 1.148 4.087 4.123 0.0 0.2 0.0 0.469
H -0.096 4.797 3.055 0.1 0.1 0.2 0.282
H 0.473 3.142 2.779 -0.1 0.3 0.4 -0.014
C -4.828 4.141 4.538 0.1 0.1 0.2 -0.831
C -5.425 5.495 4.835 0.0 0.1 0.1 0.813
O -5.209 6.062 5.881 0.0 0.0 0.0 -0.548
C -6.301 6.111 3.771 0.0 0.2 0.2 -1.073
H -4.225 3.821 5.384 0.0 0.0 0.0 0.105
H -5.623 3.411 4.377 0.0 0.0 -0.2 0.422
H -4.191 4.202 3.653 -0.1 -0.1 -0.1 0.191
H -7.159 5.467 3.575 0.1 0.0 -0.2 0.318
H -5.729 6.254 2.853 -0.1 -0.1 -0.1 0.289
H -6.660 7.079 4.116 0.0 0.0 0.0 0.310
C -1.097 5.368 -1.807 -0.2 -0.1 -0.2 -1.197
C -1.579 4.131 -1.089 -0.1 0.0 0.0 0.745
O -2.322 3.339 -1.626 0.1 -0.1 0.0 -0.574
C -1.094 3.923 0.323 -0.2 -0.3 -0.1 -0.642
H -1.520 5.392 -2.810 0.0 0.0 0.0 0.329
H -1.418 6.261 -1.269 0.2 0.0 0.1 0.355
H -0.008 5.355 -1.884 0.0 0.1 0.1 0.303
H -1.413 4.751 0.958 0.2 0.1 0.0 0.330
H -0.006 3.842 0.335 0.0 0.2 0.1 0.080
H -1.515 2.999 0.716 0.0 0.0 0.0 0.263

***

Record 5
15
Properties=species:S:1:pos:R:3:forces:R:3:mulliken_charge:R:1 method="wB97M-V/def2-TZVPD" orbital_gap_ev=10.2 relative_energy_kj_mol=135.2 smiles="CCC(F)(C=O)C=O" lumo_energy_ev=0.015 total_energy_ha=-444.98200
C -0.747 1.462 -1.421 -2.5 -0.1 -0.6 -0.834
C 0.066 1.343 -0.182 -1.9 1.2 4.1 -0.921
C 0.164 -0.061 0.543 1.3 1.3 -1.2 1.320
F 1.011 -0.091 1.676 -0.4 0.4 -1.7 -0.345
C 0.733 -0.810 -0.693 0.3 -3.5 0.1 -0.323
O 1.918 -0.842 -0.848 -0.3 0.4 -0.4 -0.433
C -1.067 -0.668 0.919 -4.2 -2.0 0.8 -0.198
O -2.007 -0.695 0.113 1.8 -0.3 2.1 -0.475
H -0.482 0.650 -2.144 -0.5 1.0 0.2 0.280
H -0.572 2.478 -1.828 0.1 -0.7 -0.1 0.364
H -1.910 1.431 -1.180 2.6 -0.2 -0.6 0.212
H 1.063 1.579 -0.283 2.4 0.5 -0.8 0.443
H -0.278 2.161 0.568 0.2 -1.5 -0.9 0.318
H 0.013 -1.561 -1.340 1.1 2.1 1.3 0.329
H -1.109 -1.227 2.017 0.0 1.4 -2.5 0.263

***

Record 6
23
Properties=species:S:1:pos:R:3:forces:R:3:mulliken_charge:R:1 method="wB97M-V/def2-TZVPD" orbital_gap_ev=10.2 relative_energy_kj_mol=325.3 smiles="C[C@]1(CCO[S@@](=N)(=O)O)CC1=O" lumo_energy_ev=0.711 total_energy_ha=-989.03204
C 0.810 1.447 1.984 -0.1 -0.2 -0.1 -1.533
C -0.142 0.767 1.018 0.6 0.3 -0.4 1.415
C -0.032 1.207 -0.433 0.0 -0.2 -0.1 -1.003
C 1.145 0.548 -1.159 -0.3 1.0 -0.2 -0.641
O 1.141 -0.859 -1.006 -0.4 -1.0 -0.1 -0.335
S 0.113 -1.734 -1.864 -0.3 0.4 0.3 0.993
N -1.252 -1.087 -1.709 0.9 -0.2 0.6 -0.574
O 0.614 -2.000 -3.170 0.2 -0.3 0.1 -0.616
O 0.285 -3.037 -1.002 0.3 -0.1 -0.9 -0.482
C -1.547 0.415 1.549 -0.5 -0.1 0.3 -1.028
C -0.543 -0.614 1.305 -0.2 0.3 0.1 0.531
O -0.275 -1.779 1.356 0.0 -0.3 0.1 -0.711
H 0.578 2.509 2.054 0.0 0.1 0.0 0.348
H 1.838 1.336 1.647 0.1 0.0 0.0 0.334
H 0.729 1.008 2.975 0.1 0.0 0.2 0.388
H 0.085 2.292 -0.487 0.0 0.0 0.0 0.460
H -0.941 0.911 -0.958 0.2 0.3 0.1 0.404
H 1.110 0.797 -2.224 0.1 0.1 0.1 0.331
H 2.104 0.874 -0.743 -0.1 -0.1 -0.1 0.401
H -1.825 -1.317 -2.498 -0.4 -0.1 -0.5 0.239
H 0.189 -2.827 -0.059 -0.2 0.3 0.5 0.484
H -1.807 0.680 2.564 0.1 0.0 0.2 0.318
H -2.378 0.463 0.859 0.0 0.0 -0.2 0.276

***

Record 7
99
Properties=species:S:1:pos:R:3:forces:R:3:mulliken_charge:R:1 method="wB97M-V/def2-TZVPD" orbital_gap_ev=6.3 lumo_energy_ev=-1.679 total_energy_ha=-5894.27127
C 6.349 1.032 1.930 0.0 -0.8 -0.7 -0.819
C 5.928 -0.558 1.739 -0.4 -1.4 0.6 0.544
C 6.042 -1.144 0.176 -1.5 0.6 0.6 -0.816
N 5.467 -1.373 2.772 -2.4 4.4 -3.2 -0.631
C 3.936 -1.292 2.599 -0.6 -1.7 -1.1 0.316
C 3.173 -0.131 3.445 -3.1 -1.4 -1.9 -0.305
N 1.691 0.093 3.338 4.2 -4.0 -2.7 -0.421
C 1.022 -0.851 2.380 -0.2 -0.3 -0.3 0.160
C -0.617 -0.645 2.155 -0.3 -2.7 -2.3 0.392
C -1.463 0.532 2.929 0.6 0.0 0.3 -0.682
C -0.851 2.044 2.768 -1.3 0.7 2.4 0.066
C -1.964 3.067 3.484 1.3 0.4 0.1 -1.009
Br -0.647 2.684 0.885 0.1 -0.7 0.8 -0.180
C -1.451 -1.660 1.120 2.8 0.1 1.2 0.067
C -3.056 -1.491 0.820 0.0 2.9 -3.8 -0.355
Cl -4.394 -2.201 1.888 2.2 1.0 -1.5 -0.137
C -3.416 -0.667 -0.403 2.0 -1.6 3.1 0.176
C -2.253 0.017 -1.386 -0.2 -0.7 0.0 -0.452
Cl -5.189 -0.326 -0.882 2.6 -0.7 0.8 -0.318
C -0.661 -2.875 0.339 3.3 1.4 2.2 1.068
C -1.381 -3.934 -0.727 1.4 2.3 -0.8 -1.032
O -2.640 -4.507 -0.227 2.3 -2.4 3.3 -0.247
C -2.432 -5.426 0.902 -1.3 -1.1 0.2 0.934
F -3.561 -6.426 0.831 3.8 3.3 0.2 -0.306
F -2.533 -4.804 2.245 0.8 -1.9 -4.9 -0.185
F -1.184 -6.222 0.845 -3.9 2.8 0.2 -0.253
C 0.951 -3.018 0.603 -2.4 0.3 0.4 -0.256
O 1.684 -4.127 -0.095 -2.4 1.3 2.1 -0.624
C 1.844 -2.017 1.598 -1.3 -0.5 -0.6 0.552
N 3.320 -2.296 1.666 -3.0 5.7 4.0 -0.479
H 6.754 1.294 2.997 -0.8 -0.7 -2.1 0.306
H 5.356 1.653 1.745 1.8 -1.4 0.4 0.178
H 7.080 1.317 1.057 -1.3 -0.4 1.9 0.328
H 5.309 -0.460 -0.459 1.6 -1.2 1.1 0.144
H 5.576 -2.229 0.137 1.2 2.3 0.3 0.293
H 7.126 -1.078 -0.259 -2.1 -0.1 1.0 0.375
H 3.783 0.581 4.168 -1.4 -1.8 -1.7 0.361
H -1.475 0.303 4.101 0.2 0.5 -2.5 0.347
H -2.605 0.592 2.620 2.5 -0.5 0.2 0.286
H 0.154 2.239 3.335 -1.8 -0.8 -1.5 0.306
H -3.053 2.759 3.183 2.1 0.8 0.7 0.290
H -1.774 3.047 4.661 -0.7 -0.2 -2.5 0.323
H -1.701 4.185 3.160 -0.8 -2.5 0.6 0.322
H -1.880 -0.809 -2.153 -0.9 1.8 1.5 0.163
H -2.664 0.943 -1.976 0.5 -2.0 1.2 0.384
H -1.304 0.364 -0.796 -2.0 -0.8 -0.8 -0.062
H -0.620 -4.732 -1.159 -1.7 1.6 1.3 0.312
H -1.678 -3.257 -1.664 0.3 -1.6 2.2 0.251
H 1.214 -5.011 0.093 0.8 2.1 -0.1 0.285
C -4.530 -6.064 6.152 -0.2 -0.3 0.2 -0.693
C -4.088 -5.392 4.987 0.0 0.0 -0.4 -0.118
C -4.312 -6.232 3.920 0.0 0.0 -0.1 -0.447
N -4.870 -7.388 4.400 0.0 0.1 0.0 0.004
C -5.011 -7.293 5.760 0.0 0.0 0.1 -0.485
H -4.502 -5.690 7.168 0.0 -0.1 -0.2 0.376
H -3.653 -4.402 4.933 -0.1 -0.2 0.0 0.441
H -4.122 -6.107 2.862 -0.2 -0.1 0.6 0.306
H -5.136 -8.187 3.839 0.1 0.3 0.2 0.199
H -5.440 -8.105 6.331 0.1 0.2 -0.1 0.371
C 2.082 -0.380 -3.134 0.1 0.4 -0.3 -1.236
C 1.952 -0.797 -1.788 0.0 0.1 0.4 0.092
C 2.334 0.260 -0.992 0.0 -0.1 0.2 -0.919
N 2.693 1.298 -1.811 0.0 0.1 0.0 0.345
C 2.538 0.919 -3.119 0.0 0.0 -0.2 -0.389
H 1.865 -0.964 -4.019 0.1 0.1 0.1 0.416
H 1.616 -1.765 -1.437 0.1 0.2 -0.1 0.546
H 2.381 0.361 0.084 -0.1 0.0 -0.1 0.640
H 3.021 2.203 -1.499 -0.1 -0.4 -0.2 0.090
H 2.765 1.604 -3.925 0.0 -0.2 0.1 0.398
C -9.807 2.856 -2.218 0.1 0.1 0.4 -0.458
C -9.636 2.096 -3.400 0.2 -0.3 -0.2 -0.529
C -8.537 1.288 -3.213 0.0 0.0 -0.1 -0.322
N -8.035 1.537 -1.962 -0.1 0.0 0.0 0.175
C -8.807 2.488 -1.346 0.0 0.1 0.0 -0.401
H -10.577 3.591 -2.024 0.1 -0.1 0.0 0.374
H -10.249 2.133 -4.291 0.1 0.0 0.1 0.370
H -8.069 0.560 -3.862 -0.1 0.1 0.1 0.340
H -7.224 1.089 -1.557 -0.3 0.2 -0.2 0.207
H -8.577 2.822 -0.343 -0.1 0.0 -0.2 0.339
C 4.541 6.610 0.781 -0.3 -0.1 0.2 -0.461
C 5.158 6.257 -0.443 0.0 -0.2 -0.3 -0.481
C 4.480 5.168 -0.945 0.1 0.0 0.0 -0.411
N 3.479 4.850 -0.064 0.0 -0.1 0.0 0.123
C 3.505 5.727 0.989 0.0 0.0 0.1 -0.465
H 4.822 7.421 1.440 -0.1 -0.1 -0.1 0.387
H 6.004 6.744 -0.908 -0.2 -0.1 0.1 0.393
H 4.624 4.594 -1.850 0.0 0.1 0.1 0.378
H 2.823 4.087 -0.175 0.1 0.4 0.1 0.139
H 2.787 5.646 1.794 0.1 0.0 -0.1 0.397
C 4.445 2.869 -7.928 -0.4 0.1 0.0 -0.388
C 5.522 2.703 -7.025 0.1 0.0 0.4 -0.485
C 5.092 3.135 -5.790 0.1 0.0 0.0 -0.339
N 3.795 3.559 -5.918 -0.1 -0.1 0.1 0.031
C 3.390 3.396 -7.217 0.0 0.0 -0.1 -0.521
H 4.439 2.628 -8.984 0.0 0.0 0.2 0.387
H 6.505 2.311 -7.250 -0.2 0.1 0.1 0.392
H 5.597 3.177 -4.834 0.0 0.0 -0.2 0.343
H 3.225 3.934 -5.170 0.2 -0.1 -0.3 0.213
H 2.389 3.669 -7.524 0.2 0.0 0.0 0.373